No. 1
Here is a structure of composition C58H60HoN2O3P3Si from the OMol25 dataset. Energies are from wB97M-V/def2-TZVPD.

Last column: Löwdin charge in e.
Atoms and positions in Å:
Ho1 -0.111 -0.750 -0.193  1.17
C1 6.399 2.343 -0.404  -0.06
C2 5.977 1.887 -1.641  -0.07
C3 4.643 1.584 -1.862  -0.08
C4 3.713 1.754 -0.843  -0.35
C5 4.150 2.181 0.412  -0.11
C6 5.481 2.482 0.625  -0.05
P1 1.915 1.427 -1.016  1.06
C7 1.578 1.835 -2.778  -0.38
C8 2.018 0.909 -3.729  -0.15
C9 1.748 1.093 -5.075  -0.07
C10 0.987 2.177 -5.486  -0.06
C11 0.503 3.071 -4.546  -0.06
C12 0.788 2.903 -3.200  -0.10
C13 1.324 2.921 -0.128  -0.40
C14 1.701 4.182 -0.584  -0.10
C15 1.223 5.318 0.041  -0.05
C16 0.380 5.201 1.135  -0.05
C17 0.070 3.951 1.637  -0.08
C18 0.544 2.797 1.025  -0.30
Si1 0.319 1.058 1.797  0.54
C19 -1.191 1.234 2.946  -0.31
C20 -1.105 1.514 4.303  -0.08
C21 -2.242 1.713 5.065  -0.05
C22 -3.492 1.615 4.475  -0.05
C23 -3.601 1.285 3.136  -0.11
C24 -2.457 1.084 2.367  -0.38
P2 -2.537 0.728 0.576  1.02
C25 -4.193 0.004 0.290  -0.35
C26 -4.729 -0.947 1.162  -0.14
C27 -5.901 -1.611 0.838  -0.05
C28 -6.533 -1.356 -0.369  -0.06
C29 -5.988 -0.438 -1.254  -0.06
C30 -4.818 0.228 -0.937  -0.09
C31 -2.761 2.413 -0.093  -0.36
C32 -3.523 3.365 0.577  -0.06
C33 -3.712 4.616 0.019  -0.05
C34 -3.153 4.922 -1.210  -0.05
C35 -2.397 3.975 -1.883  -0.07
C36 -2.191 2.727 -1.322  -0.11
C37 1.894 0.852 2.881  -0.30
C38 2.335 1.827 3.768  -0.10
C39 3.432 1.613 4.584  -0.05
C40 4.125 0.413 4.519  -0.05
C41 3.735 -0.552 3.610  -0.07
C42 2.635 -0.327 2.787  -0.39
P3 2.098 -1.639 1.632  1.01
C43 3.659 -2.297 0.963  -0.36
C44 4.597 -1.351 0.542  -0.09
C45 5.703 -1.735 -0.193  -0.05
C46 5.888 -3.070 -0.518  -0.05
C47 4.957 -4.015 -0.114  -0.06
C48 3.835 -3.632 0.599  -0.12
C49 1.439 -2.816 2.874  -0.35
C50 2.109 -3.918 3.392  -0.07
C51 1.460 -4.777 4.267  -0.05
C52 0.149 -4.534 4.647  -0.06
C53 -0.500 -3.396 4.191  -0.07
C54 0.140 -2.540 3.313  -0.13
H1 7.435 2.595 -0.241  0.11
H2 6.688 1.770 -2.445  0.11
H3 4.337 1.241 -2.839  0.09
H4 3.444 2.294 1.224  0.09
H5 5.799 2.828 1.596  0.11
H6 2.572 0.035 -3.405  0.11
H7 2.135 0.397 -5.804  0.11
H8 0.769 2.324 -6.533  0.11
H9 -0.095 3.913 -4.863  0.11
H10 0.395 3.610 -2.483  0.08
H11 2.380 4.270 -1.420  0.12
H12 1.511 6.290 -0.326  0.11
H13 -0.006 6.084 1.617  0.11
H14 -0.543 3.862 2.522  0.11
H15 -0.129 1.587 4.760  0.10
H16 -2.152 1.963 6.110  0.11
H17 -4.382 1.793 5.057  0.11
H18 -4.583 1.181 2.698  0.11
H19 -4.266 -1.117 2.127  0.11
H20 -6.324 -2.318 1.535  0.12
H21 -7.451 -1.865 -0.617  0.11
H22 -6.483 -0.234 -2.191  0.11
H23 -4.394 0.944 -1.628  0.11
H24 -3.959 3.133 1.536  0.10
H25 -4.302 5.350 0.547  0.11
H26 -3.298 5.900 -1.641  0.11
H27 -1.976 4.213 -2.848  0.10
H28 -1.582 1.987 -1.832  0.07
H29 1.804 2.768 3.817  0.11
H30 3.738 2.379 5.280  0.11
H31 4.963 0.230 5.174  0.11
H32 4.273 -1.488 3.538  0.11
H33 4.452 -0.310 0.799  0.08
H34 6.413 -0.987 -0.519  0.11
H35 6.751 -3.375 -1.090  0.11
H36 5.102 -5.054 -0.367  0.11
H37 3.117 -4.383 0.905  0.09
H38 3.141 -4.099 3.132  0.10
H39 1.980 -5.639 4.657  0.12
H40 -0.361 -5.210 5.316  0.11
H41 -1.503 -3.176 4.535  0.11
H42 -0.338 -1.616 2.995  0.07
O1 -0.600 -0.188 -2.641  -0.17
H43 -1.316 -0.750 -3.043  0.03
H44 -0.333 0.447 -3.321  0.04
O2 -1.938 -2.253 1.062  -0.13
H45 -1.855 -2.679 1.929  0.06
H46 -2.894 -2.106 0.939  0.03
O3 0.636 -3.362 -0.235  -0.13
H47 1.500 -3.740 -0.461  0.06
H48 0.238 -3.970 0.402  0.08
C55 -3.774 -2.246 -4.784  -0.03
C56 -2.970 -3.063 -3.776  -0.61
C57 -1.786 -3.717 -4.495  -0.03
C58 -3.847 -4.127 -3.105  -0.03
N1 -2.446 -2.087 -2.785  -0.09
N2 -1.571 -2.635 -1.776  -0.03
H49 -4.185 -2.895 -5.550  0.10
H50 -3.135 -1.515 -5.272  0.09
H51 -4.599 -1.727 -4.306  0.08
H52 -2.141 -4.298 -5.341  0.10
H53 -1.241 -4.400 -3.845  0.08
H54 -1.109 -2.952 -4.872  0.09
H55 -4.299 -4.771 -3.855  0.10
H56 -4.647 -3.659 -2.532  0.08
H57 -3.263 -4.766 -2.441  0.08
H58 -3.242 -1.661 -2.305  0.11
H59 -0.757 -3.003 -2.282  0.08
H60 -2.012 -3.444 -1.318  0.09

<S²> ... 6.01
Charge ... +2
Multiplicity ... 5
HOMO energy (spin up / spin down) ... -11.96 / -11.90 eV
Orbital gap (spin up / spin down) ... 7.36 / 7.36 eV

=====

No. 2
Here is a cluster of 10 separate species, C24H69NO11 in total from the OMol25 dataset. Energies are from wB97M-V/def2-TZVPD.

Last column: Löwdin charge in e.
Atoms and positions in Å:
C1 2.725 -5.999 1.565  -0.07
O1 2.305 -5.069 0.554  -0.21
C2 1.092 -5.263 -0.133  -0.20
C3 0.334 -3.952 -0.480  -0.23
N1 -0.362 -3.317 0.584  -0.07
C4 -1.488 -4.066 1.180  -0.15
C5 -2.245 -3.025 2.127  -0.19
O2 -3.060 -3.734 3.070  -0.19
C6 -2.235 -4.155 4.191  -0.11
H1 2.400 -7.001 1.284  0.08
H2 2.177 -5.820 2.490  0.09
H3 3.810 -6.010 1.667  0.09
H4 0.421 -6.020 0.274  0.12
H5 1.431 -5.593 -1.116  0.11
H6 -0.313 -3.993 -1.356  0.11
H7 1.024 -3.221 -0.903  0.10
H8 0.330 -2.920 1.204  0.07
H9 -1.098 -4.824 1.859  0.09
H10 -2.044 -4.625 0.427  0.12
H11 -2.975 -2.748 1.367  0.11
H12 -1.674 -2.215 2.581  0.12
H13 -1.697 -3.467 4.843  0.08
H14 -1.464 -4.890 3.960  0.07
H15 -2.877 -4.621 4.939  0.08
C7 -0.177 0.762 0.104  -0.07
C8 0.424 0.635 -1.301  -0.32
O3 0.898 1.874 -1.670  -0.07
H16 -0.085 -0.237 0.530  0.06
H17 -1.232 1.035 0.119  0.05
H18 0.336 1.512 0.707  0.08
H19 -0.328 0.272 -2.001  0.10
H20 1.129 -0.193 -1.226  0.10
H21 0.211 2.501 -1.910  0.09
C9 -1.777 3.860 0.499  -0.10
C10 -1.473 5.167 -0.148  -0.33
O4 -2.213 6.247 0.368  -0.07
H22 -2.856 3.712 0.465  0.08
H23 -1.571 3.702 1.558  0.08
H24 -1.329 3.086 -0.124  0.04
H25 -1.696 4.984 -1.199  0.11
H26 -0.407 5.345 -0.012  0.12
H27 -3.169 6.194 0.299  0.08
C11 -4.110 1.662 -2.751  -0.06
C12 -3.399 0.434 -3.293  -0.29
O5 -2.438 0.638 -4.344  -0.12
H28 -3.431 2.366 -2.270  0.07
H29 -4.768 1.202 -2.014  0.08
H30 -4.686 2.142 -3.543  0.08
H31 -4.059 -0.327 -3.708  0.11
H32 -2.820 -0.085 -2.530  0.10
H33 -2.125 -0.105 -4.865  0.06
C13 2.181 3.285 3.712  -0.10
C14 2.660 4.692 3.889  -0.33
O6 3.884 4.530 4.557  -0.08
H34 1.357 3.056 3.036  0.07
H35 1.798 2.859 4.640  0.07
H36 2.980 2.567 3.527  0.07
H37 1.938 5.247 4.487  0.11
H38 2.918 5.302 3.023  0.11
H39 3.573 4.264 5.426  0.08
C15 -0.073 2.325 -6.347  -0.10
C16 0.049 2.761 -4.939  -0.35
O7 -1.229 3.077 -4.426  -0.08
H40 -0.634 3.081 -6.897  0.08
H41 -0.628 1.386 -6.358  0.06
H42 0.889 2.048 -6.778  0.08
H43 0.691 3.641 -4.958  0.11
H44 0.617 2.011 -4.387  0.10
H45 -1.730 2.278 -4.250  0.02
C17 -4.111 -0.483 4.500  -0.07
C18 -4.160 0.683 3.419  -0.27
O8 -2.887 0.644 2.769  -0.11
H46 -4.068 -1.509 4.134  0.05
H47 -4.970 -0.497 5.171  0.06
H48 -3.253 -0.247 5.129  0.07
H49 -4.350 1.646 3.894  0.11
H50 -4.953 0.510 2.692  0.10
H51 -2.914 -0.130 2.202  0.05
C19 4.008 -1.074 2.444  -0.07
C20 2.666 -1.148 1.700  -0.32
O9 2.025 -2.349 1.969  -0.09
H52 4.045 -1.372 3.492  0.07
H53 4.576 -0.155 2.304  0.06
H54 4.697 -1.785 1.988  0.07
H55 2.915 -1.171 0.639  0.10
H56 2.014 -0.315 1.964  0.10
H57 2.112 -2.872 1.168  0.05
C21 3.902 3.365 0.176  -0.10
C22 4.495 2.156 -0.459  -0.31
O10 3.595 1.057 -0.471  -0.07
H58 3.872 3.286 1.262  0.06
H59 2.929 3.719 -0.164  0.08
H60 4.515 4.259 0.059  0.08
H61 5.433 1.946 0.054  0.11
H62 4.849 2.532 -1.419  0.10
H63 2.755 1.379 -0.806  0.04
C23 1.100 -2.378 -3.989  -0.08
C24 -0.336 -2.642 -4.152  -0.36
O11 -0.830 -1.864 -5.201  -0.07
H64 1.553 -2.703 -4.926  0.08
H65 1.469 -3.003 -3.176  0.07
H66 1.313 -1.316 -3.869  0.08
H67 -0.849 -2.291 -3.256  0.10
H68 -0.559 -3.706 -4.231  0.12
H69 -1.207 -2.423 -5.884  0.10

ΔE to the lowest compared entry with this formula, charge and spin ... 15.9 kcal per mole
HOMO energy ... -8.59 eV
Orbital gap ... 8.91 eV
SMILES ... COCCNCCOC.CCO.CCO.CCO.CCO.CCO.CCO.CCO.CCO.CCO

=====

No. 3
Here is a structure of composition C26H57NbO3P from the OMol25 dataset. Energies are from wB97M-V/def2-TZVPD.

Last column: Löwdin charge in e.
Atoms and positions in Å:
C1 1.581 -0.135 -1.391  -0.06
C2 0.675 1.082 -1.173  -0.30
C3 0.137 1.276 0.086  -0.06
C4 -0.682 2.362 0.307  -0.09
C5 -0.946 3.240 -0.728  -0.40
C6 -1.894 4.409 -0.452  -0.37
Nb1 -3.949 3.705 -1.144  1.10
P1 -6.199 2.710 -2.073  0.24
O1 -5.897 1.273 -2.357  -0.46
O2 -7.438 2.714 -0.992  -0.27
O3 -6.664 3.378 -3.510  -0.28
C7 -0.403 3.062 -1.987  -0.09
C8 0.417 1.968 -2.186  -0.07
H1 2.530 0.251 -1.787  0.07
H2 1.129 -0.882 -2.049  0.07
H3 1.812 -0.540 -0.399  0.06
H4 0.342 0.559 0.878  0.11
H5 -1.149 2.539 1.272  0.11
H6 -1.521 5.258 -1.040  0.03
H7 -1.869 4.612 0.625  0.02
H8 -4.749 4.086 0.462  -0.16
H9 -3.544 2.044 -0.463  -0.12
H10 -3.225 3.292 -2.779  -0.13
H11 -4.369 5.370 -1.795  -0.17
H12 -7.450 1.810 -0.646  0.05
H13 -6.130 2.903 -4.163  0.04
H14 -0.633 3.776 -2.771  0.10
H15 0.823 1.820 -3.188  0.11
C9 3.910 -6.640 -2.897  -0.11
C10 5.056 -5.643 -3.029  -0.26
C11 4.979 -4.499 -2.019  -0.22
C12 3.742 -3.607 -2.140  -0.23
C13 3.546 -2.949 -3.504  -0.27
C14 4.678 -1.999 -3.885  -0.11
H16 2.944 -6.173 -3.095  0.07
H17 4.034 -7.459 -3.609  0.07
H18 3.886 -7.070 -1.893  0.06
H19 5.086 -5.251 -4.050  0.10
H20 6.001 -6.174 -2.879  0.10
H21 5.881 -3.886 -2.113  0.10
H22 5.006 -4.918 -1.007  0.10
H23 3.803 -2.826 -1.375  0.11
H24 2.848 -4.190 -1.900  0.09
H25 2.612 -2.383 -3.481  0.09
H26 3.425 -3.707 -4.283  0.10
H27 4.794 -1.212 -3.137  0.07
H28 4.466 -1.522 -4.844  0.07
H29 5.630 -2.524 -3.983  0.06
C15 -4.504 7.632 1.289  -0.11
C16 -3.715 6.815 2.305  -0.28
C17 -3.594 7.492 3.671  -0.23
C18 -2.850 8.828 3.669  -0.24
C19 -1.425 8.775 3.119  -0.27
C20 -0.496 7.876 3.929  -0.12
H30 -4.017 8.585 1.069  0.06
H31 -4.591 7.079 0.354  0.04
H32 -5.514 7.837 1.654  0.07
H33 -2.724 6.590 1.902  0.09
H34 -4.215 5.853 2.438  0.09
H35 -3.102 6.801 4.363  0.10
H36 -4.598 7.657 4.075  0.11
H37 -2.819 9.209 4.696  0.10
H38 -3.421 9.563 3.095  0.10
H39 -1.017 9.790 3.122  0.10
H40 -1.431 8.451 2.075  0.10
H41 -0.448 8.202 4.971  0.07
H42 0.516 7.909 3.520  0.07
H43 -0.824 6.836 3.909  0.07
C21 -0.845 -8.051 1.713  -0.11
C22 0.466 -8.136 2.489  -0.27
C23 1.042 -6.770 2.859  -0.23
C24 1.414 -5.879 1.673  -0.22
C25 2.418 -6.487 0.695  -0.27
C26 3.775 -6.782 1.326  -0.11
H44 -0.715 -7.549 0.754  0.07
H45 -1.234 -9.051 1.512  0.07
H46 -1.601 -7.508 2.285  0.08
H47 1.194 -8.715 1.914  0.10
H48 0.289 -8.698 3.411  0.10
H49 1.922 -6.920 3.492  0.10
H50 0.316 -6.235 3.479  0.11
H51 1.820 -4.940 2.060  0.11
H52 0.508 -5.608 1.123  0.10
H53 2.565 -5.783 -0.129  0.08
H54 2.014 -7.400 0.247  0.10
H55 4.214 -5.876 1.749  0.08
H56 4.467 -7.171 0.576  0.06
H57 3.698 -7.529 2.118  0.06

Charge ... -1
HOMO energy ... -4.79 eV
Orbital gap ... 6.68 eV

=====

Number 1: DFT total energy -131776.5739 eV, largest force on an atom 0.041 Eh/bohr. Number 2: DFT total energy -50012.9130 eV, largest force on an atom 0.076 Eh/bohr. Number 3: DFT total energy -44866.1228 eV, largest force on an atom 0.057 Eh/bohr.